DFT (wB97M-V/def2-TZVPD) results for a structure of composition C35H60BCl27FN3O10PS3.

The geometry in XYZ format:
```
141
Properties=species:S:1:pos:R:3:forces:R:3:lowdin_charge:R:1
N -3.5561 -2.9453 0.6651 1.904 0.599 1.961 -0.304
P -2.2308 -2.4455 1.5135 -4.378 -1.866 -3.309 0.842
C -0.6778 -3.1397 0.5632 3.247 1.387 2.635 -0.354
C -0.3338 -4.7426 0.7163 -0.237 -1.802 -0.230 -0.024
C -1.3235 -5.5215 1.8184 -7.677 -2.046 -0.400 -0.152
O -2.6467 -5.7356 1.5883 10.135 1.703 1.733 -0.004
F -0.8148 -6.0897 3.1129 -0.789 2.078 -4.039 -0.036
C 0.5365 -2.4521 1.4246 -1.901 0.446 0.167 -0.244
C 0.8798 -2.9634 2.9411 0.104 0.523 1.288 -0.102
C 0.8478 -1.6460 3.9717 0.626 0.399 0.212 -0.224
C 1.8970 -0.4609 3.5494 0.498 -0.031 -0.366 -0.203
C 1.6128 0.9876 4.3347 -0.856 -0.223 -1.927 -0.237
S 2.8636 1.3472 5.6953 6.728 4.057 -0.194 0.517
O 4.2460 0.6642 5.4543 -5.665 0.975 0.638 -0.407
O 3.1842 2.8866 5.8374 -2.710 -5.591 -0.535 -0.433
Cl 1.9949 0.6635 7.4963 0.741 0.745 -1.440 0.327
N 1.6437 -2.4952 0.3499 0.710 0.817 -2.935 0.017
C 3.1315 -2.5156 0.7599 0.532 1.412 -0.585 -0.002
B 3.8305 -3.9998 0.5965 1.373 -2.447 0.028 -0.410
O 3.3947 -4.9635 -0.4521 0.175 1.043 3.963 0.042
O 4.9109 -4.3604 1.5395 -3.718 1.846 -0.396 0.079
C 1.2608 -2.4626 -0.9995 0.155 -0.551 3.897 0.015
C 2.2992 -2.4306 -2.2878 -0.683 -0.301 0.892 -0.112
S 1.9607 -0.9168 -3.4057 7.082 2.966 -4.505 0.775
O 2.7776 -1.2198 -4.7223 -3.519 -0.058 4.829 -0.442
O 2.5672 0.3885 -2.8305 -3.196 -4.202 -0.385 -0.402
C -0.3670 -2.3955 -0.9025 -1.530 -1.362 -0.470 -0.264
C -0.8914 -0.8638 -1.1388 -0.254 1.220 -0.350 -0.131
C 0.0416 0.3308 -0.5466 -1.373 2.071 -0.127 -0.082
C -0.9545 1.3627 0.3142 -0.106 0.655 5.577 -0.269
O -0.9922 1.2790 1.6715 0.456 -0.556 -7.933 -0.092
N -1.8064 2.4459 -0.3098 3.019 0.214 2.550 0.054
C -1.9060 3.5207 0.7926 0.556 3.268 3.344 -0.245
C -3.1654 3.6735 1.8314 4.031 1.083 1.133 -0.156
C -3.0583 4.8765 2.9883 4.181 -0.899 -1.129 -0.144
C -1.7229 5.8782 3.0910 0.873 -2.521 -2.371 -0.108
C -0.4548 5.7396 2.0422 -4.386 -4.456 0.615 -0.230
C -0.5927 4.5324 0.9030 -2.285 0.012 2.545 -0.076
C -1.3392 -3.2473 -1.8960 -1.569 -0.156 -0.429 -0.213
S -0.5085 -4.2961 -3.1955 3.615 -0.818 -3.700 0.842
O 0.0166 -3.4149 -4.3960 -1.902 -2.243 4.560 -0.443
O 0.5345 -5.3133 -2.6768 -3.398 3.520 -0.637 -0.422
H -4.1688 -3.5049 1.2985 0.597 0.494 -0.899 -0.129
H -2.2497 -0.9941 1.4159 1.167 -0.931 0.596 0.031
H -2.3180 -2.9225 2.8708 0.997 0.557 -0.469 0.029
H 0.8059 -4.9583 0.9994 -2.612 0.762 -0.471 0.142
H -0.5024 -5.3619 -0.2910 0.158 1.367 2.242 0.135
H 0.0699 -1.3764 1.6520 1.859 -1.542 -1.013 0.120
H 1.9188 -3.4842 3.0748 -1.939 0.868 -0.535 0.126
H 0.0771 -3.7090 3.4015 1.616 1.437 -1.428 0.126
H -0.2253 -1.1736 4.0532 2.278 -1.142 -0.550 0.018
H 1.1322 -1.9906 5.0770 -0.665 0.588 -2.641 0.074
H 3.0153 -0.8398 3.7113 -2.342 1.080 -0.050 0.118
H 1.8404 -0.1825 2.3899 -0.126 -0.594 2.476 0.104
H 0.4928 1.0883 4.6962 2.461 -0.275 -0.345 0.125
H 1.7583 1.8548 3.5273 0.000 -1.698 2.130 0.139
H 3.3136 -2.1672 1.8605 -0.917 -0.432 -2.122 0.117
H 3.6348 -1.6790 0.0723 -0.796 -1.893 1.571 0.165
H 3.2115 -5.8536 0.0152 0.880 1.673 -1.311 0.130
H 4.7450 -3.8698 2.4204 0.776 -1.036 -2.059 0.131
H 2.2154 -3.3549 -2.9989 -0.309 1.603 1.498 0.121
H 3.4294 -2.3304 -1.9947 -2.318 0.121 -0.423 0.139
H 0.6196 -0.8211 -3.8086 0.744 -0.308 0.796 0.073
H -0.9604 -0.6696 -2.3155 0.146 -0.722 2.567 0.128
H -2.0006 -0.6622 -0.7455 2.348 -1.053 -0.866 0.143
H 0.8849 0.0226 0.1958 -1.593 0.650 -1.560 0.107
H 0.4333 0.9960 -1.4566 -0.421 -1.656 2.126 0.126
H -1.2891 2.9602 -1.0829 -0.836 -1.294 0.863 0.122
H -4.0956 2.9547 1.7883 2.145 1.679 0.055 0.110
H -3.8874 5.0699 3.7989 1.659 -0.629 -2.026 0.092
H -1.6176 6.7174 3.9319 -0.551 -2.219 -2.194 0.049
H 0.5240 6.3933 2.0748 -2.236 -1.918 0.708 0.028
H 0.3108 4.3727 0.1458 -2.205 0.350 1.700 0.093
H -2.0825 -2.5209 -2.4858 1.834 -1.662 1.061 0.149
H -2.0786 -3.9751 -1.3032 1.693 1.519 -1.011 0.132
H -1.5489 -5.0871 -3.7847 0.807 1.036 1.023 0.128
C -1.3202 -0.8282 7.0118 0.016 0.231 0.418 -0.953
Cl 0.1422 -1.7657 7.3399 -0.490 -0.408 0.349 0.519
Cl -2.0197 -1.2670 5.4488 -0.699 0.074 0.196 0.557
H -2.0531 -1.0258 7.7977 0.194 -0.073 -0.285 0.041
H -1.0667 0.2346 7.0024 0.007 -0.253 -0.092 0.021
C -4.2375 7.2847 0.1924 -0.114 0.251 -0.792 -0.970
Cl -3.6765 8.6413 1.1771 0.052 0.138 0.051 0.516
Cl -3.5424 5.7599 0.7551 -1.948 2.586 -2.462 0.694
H -5.3266 7.2246 0.2571 0.516 0.079 0.062 -0.060
H -3.9382 7.4506 -0.8453 -0.032 0.115 0.234 0.030
C 0.0058 -1.0782 -7.0964 -0.020 -0.466 -0.083 -1.000
Cl -1.6115 -0.6318 -7.6534 0.019 -0.088 0.047 0.526
Cl 0.9394 0.3524 -6.6419 -0.017 0.151 0.052 0.555
H -0.0857 -1.7342 -6.2274 0.021 0.200 -0.203 -0.008
H 0.5271 -1.6023 -7.9011 -0.114 0.268 0.181 0.044
C -8.4879 6.5153 0.1564 -0.297 0.260 0.146 -1.006
Cl -7.0255 5.5779 0.4845 -0.185 -0.210 0.155 0.545
Cl -9.1874 6.0766 -1.4066 -0.032 0.084 0.078 0.512
H -9.2208 6.3178 0.9424 0.222 -0.056 -0.248 0.032
H -8.2344 7.5782 0.1471 0.011 -0.305 -0.080 0.034
C -1.0467 5.9217 7.2822 0.140 0.220 0.302 -0.999
Cl -2.4578 6.2993 6.2865 -0.138 0.132 0.371 0.542
Cl -0.3593 4.3535 6.8428 0.119 -0.026 0.056 0.493
H -0.2898 6.6959 7.1347 -0.197 -0.261 -0.083 0.036
H -1.3487 5.8963 8.3321 0.007 -0.081 -0.334 0.032
C 4.4553 1.9342 -6.1679 -0.122 -0.273 0.276 -1.029
Cl 4.7432 1.9165 -7.9120 -0.210 -0.041 0.049 0.555
Cl 5.0474 3.4327 -5.4407 -0.054 -0.044 0.080 0.512
H 3.3816 1.8493 -5.9838 0.308 0.086 -0.105 -0.010
H 4.9758 1.0880 -5.7129 -0.090 0.267 -0.173 0.033
C 5.0366 4.7774 7.6293 -0.091 -0.150 -0.415 -1.040
Cl 4.8346 6.4875 8.0295 -0.005 0.084 -0.078 0.495
Cl 5.2830 3.8079 9.0867 -0.005 -0.111 -0.056 0.498
H 4.1398 4.4243 7.1144 0.264 0.119 0.287 -0.014
H 5.9054 4.6653 6.9761 -0.169 0.074 0.287 0.034
C 1.3837 -8.4289 -2.3140 0.063 0.251 -0.298 -1.064
Cl -0.1758 -9.1103 -1.8359 -0.035 0.178 0.037 0.487
Cl 2.6655 -8.9356 -1.2071 0.154 0.105 0.097 0.513
H 1.6279 -8.7723 -3.3222 -0.055 -0.034 0.460 -0.040
H 1.3140 -7.3385 -2.3024 0.000 -0.390 0.085 -0.020
C -7.4147 -4.0689 2.4114 -0.448 0.229 -0.065 -1.005
Cl -5.7323 -4.1863 2.9413 -0.009 -0.043 0.303 0.536
Cl -7.8020 -5.3335 1.2385 -0.043 0.114 0.069 0.515
H -8.0695 -4.1763 3.2796 0.276 -0.087 -0.201 0.032
H -7.5742 -3.0924 1.9475 0.154 -0.297 0.053 0.033
C -0.1754 8.3172 -1.1440 0.182 0.205 -0.457 -0.969
Cl -0.3774 10.0272 -0.7438 -0.014 -0.014 -0.132 0.513
Cl 0.0711 7.3476 0.3134 -0.029 1.467 -1.842 0.654
H -1.0721 7.9640 -1.6589 0.160 0.087 0.256 0.029
H 0.6934 8.2050 -1.7972 -0.181 0.088 0.212 0.031
C 7.3507 1.2554 -10.1512 -0.127 0.220 0.218 -1.060
Cl 8.8131 0.3179 -9.8231 0.009 0.053 0.105 0.499
Cl 6.6511 0.8166 -11.7142 -0.094 0.077 0.017 0.498
H 6.6177 1.0578 -9.3652 0.330 -0.083 -0.329 -0.060
H 7.6041 2.3182 -10.1606 0.008 -0.314 -0.090 0.032
C -0.6077 4.0323 -6.2881 0.250 -0.113 -0.456 -1.036
Cl -2.0325 4.5877 -7.1750 0.137 -0.062 0.000 0.515
Cl -0.8679 4.1284 -4.5423 0.093 -0.052 0.200 0.469
H -0.4014 2.9945 -6.5606 -0.175 0.240 0.133 -0.016
H 0.2452 4.6607 -6.5559 -0.292 -0.065 0.155 0.034
C 0.3740 -10.7948 -5.7208 0.020 -0.399 -0.327 -0.991
Cl 0.1720 -9.0847 -5.3205 -0.132 0.123 -0.395 0.530
Cl 0.6205 -11.7643 -4.2634 0.023 -0.021 -0.123 0.518
H -0.5227 -11.1479 -6.2357 0.181 0.163 0.246 0.033
H 1.2428 -10.9069 -6.3739 -0.181 0.110 0.269 0.034
```
Forces are in eV/Å.

Summary:
M (Da): 1797.1
HOMO (eV): -9.6
Calculated total energy (a.u.): -16370.89723
Total charge: +1



DFT (wB97M-V/def2-TZVPD) results for a cluster of 10 separate species, C35H60O25 in total.

The geometry in XYZ format:
```
120
Properties=species:S:1:pos:R:3:forces:R:3:lowdin_charge:R:1
O 33.6906 3.2964 2.0436 -4.009 0.120 -0.675 0.035
C 32.4763 3.4294 1.7508 3.202 1.343 0.734 -0.401
O 32.0237 3.2479 0.4746 -0.870 -0.109 1.161 -0.028
C 32.8537 2.8232 -0.6065 2.324 0.036 -0.271 -0.243
C 32.5850 1.4340 -1.1387 -0.859 -0.132 0.417 -0.070
C 31.3571 3.9640 2.8016 0.977 -2.457 -1.251 0.033
H 33.9082 2.7768 -0.3346 -0.025 0.666 0.587 0.111
H 32.8009 3.5739 -1.3950 -0.487 0.055 0.150 0.123
H 32.8264 1.3329 -2.1968 -0.409 0.348 -0.078 0.078
H 31.5289 1.2871 -0.9123 -0.109 -0.682 -0.547 0.078
H 33.1869 0.6538 -0.6728 -0.164 0.154 0.466 0.075
H 30.4844 3.3616 2.5491 -0.368 0.407 -0.086 0.064
H 31.1010 5.0198 2.8892 0.481 -0.097 -0.582 0.076
H 31.6601 3.5648 3.7695 0.294 0.337 -0.018 0.070
O 32.0864 -2.7235 10.3086 -0.442 -0.412 -0.165 0.074
C 31.9078 -2.3781 9.1536 1.300 0.078 2.640 -0.588
O 30.8853 -2.7154 8.4450 -1.189 0.650 -0.985 0.025
C 29.9196 -3.5866 9.0261 -0.653 -1.745 -2.323 -0.186
C 29.9410 -4.8162 8.0776 0.371 -0.931 2.074 -0.068
C 32.9124 -1.4619 8.6167 1.443 1.769 -1.853 0.004
H 28.9105 -3.2219 8.8341 0.216 0.918 0.632 0.119
H 30.1061 -3.8595 10.0648 0.148 0.321 -0.266 0.122
H 29.3412 -5.5550 8.6091 -0.639 -0.170 -0.433 0.070
H 30.9117 -5.3058 8.1553 0.322 0.289 -0.524 0.076
H 29.6147 -4.6911 7.0451 0.065 0.330 0.292 0.079
H 32.9913 -1.1486 7.5757 -0.775 -0.942 -0.559 0.083
H 33.9203 -1.8177 8.8302 -0.225 0.061 0.547 0.095
H 32.7660 -0.4550 9.0075 0.056 -0.211 0.921 0.094
O 29.6639 13.2024 2.7898 0.010 0.151 -0.172 0.090
C 29.7008 12.1791 3.4252 0.808 1.888 0.771 -0.563
O 29.2483 11.0344 2.9892 -0.688 -1.494 -0.698 -0.006
C 28.6920 10.8622 1.6469 0.102 -0.774 -0.439 -0.188
C 27.1800 11.0966 1.5712 0.248 -0.220 0.468 -0.063
C 30.2376 12.0854 4.8714 -0.313 -0.343 -0.810 0.025
H 28.9845 9.8344 1.4321 -0.494 -0.237 0.208 0.115
H 29.2268 11.3812 0.8515 0.089 0.824 0.567 0.119
H 26.6912 10.7472 0.6617 0.647 0.265 -0.511 0.075
H 26.9854 12.1602 1.7093 -0.247 -0.131 0.085 0.078
H 26.6471 10.4798 2.2948 0.208 0.330 0.568 0.074
H 31.1567 12.6298 5.0881 0.045 0.014 -0.700 0.081
H 30.3889 11.0229 5.0620 -0.194 0.187 0.554 0.078
H 29.5015 12.5714 5.5117 -0.223 -0.464 0.109 0.085
O 26.9392 1.1480 3.2523 -1.000 0.792 -0.287 0.082
C 25.7892 1.4380 3.5512 2.696 -0.767 -0.710 -0.565
O 25.0196 2.3108 2.9259 -0.822 0.335 0.868 -0.010
C 25.4680 3.1779 1.9252 0.981 0.355 -1.753 -0.242
C 24.2675 4.0464 1.5314 0.701 -0.689 0.300 -0.050
C 25.1046 0.8146 4.6846 -0.863 0.316 0.335 0.018
H 25.9545 2.5874 1.1489 -0.666 -0.252 -0.562 0.121
H 26.3334 3.7909 2.1772 -0.185 0.232 1.027 0.124
H 23.4517 3.4225 1.1661 -0.026 0.071 0.085 0.076
H 24.5166 4.7830 0.7675 0.082 -0.014 0.160 0.079
H 23.9907 4.5224 2.4721 -0.380 0.292 -0.265 0.079
H 25.6223 1.1189 5.5943 -0.059 -0.150 0.035 0.099
H 25.1319 -0.2697 4.5762 -0.192 0.134 0.148 0.098
H 24.1131 1.2658 4.6476 -0.255 -0.665 0.603 0.091
O 22.1510 3.3329 13.0910 1.517 -1.404 0.575 0.111
C 21.3191 4.1644 13.2833 0.948 -0.535 -2.702 -0.602
O 20.2465 4.1742 12.5193 -2.582 1.151 -0.966 -0.002
C 20.0327 3.3839 11.3230 0.453 -1.186 -0.622 -0.204
C 20.9852 3.6643 10.1452 0.281 0.501 2.243 -0.065
C 21.4878 5.3233 14.1488 -0.500 0.072 2.448 0.017
H 19.0272 3.5697 10.9456 -0.116 0.416 0.705 0.115
H 20.0749 2.3109 11.5097 0.086 0.029 0.642 0.116
H 20.8892 4.7425 10.0173 0.119 -0.106 -1.072 0.080
H 20.7812 2.9767 9.3243 -0.190 0.548 -0.139 0.083
H 21.9904 3.4800 10.5243 0.150 -0.064 -0.300 0.064
H 22.2490 5.0654 14.8851 0.453 0.220 -0.411 0.093
H 20.6092 5.3329 14.7938 -0.408 0.698 -0.194 0.093
H 21.6760 6.2950 13.6923 -0.196 -0.336 -0.213 0.102
C 16.6049 5.3257 -2.9964 -0.226 -1.968 1.743 -0.153
C 16.6662 5.3563 -1.4785 -0.301 -1.558 0.785 -0.143
O 17.6983 6.2533 -1.1654 0.848 2.052 -0.294 0.069
C 18.4765 6.4105 -2.2412 3.321 1.454 -2.097 -0.449
O 19.5420 7.0573 -2.3689 -4.480 -2.674 0.958 0.106
O 17.9294 5.6613 -3.3176 0.665 1.974 0.463 0.037
H 15.7239 5.8929 -3.2967 0.735 0.734 -0.880 0.131
H 16.4672 4.2794 -3.2693 -0.219 0.125 -0.406 0.132
H 17.0784 4.4625 -1.0103 -0.649 -0.724 -0.428 0.134
H 15.7007 5.5593 -1.0153 0.307 0.578 0.153 0.134
C 27.7292 -2.9895 -0.7167 0.703 0.945 2.965 -0.155
C 26.4362 -3.5115 -0.0997 -0.543 1.109 -0.310 -0.087
O 25.9272 -4.3098 -1.2028 -0.677 0.390 1.137 0.084
C 26.8635 -4.3447 -2.1463 -0.412 -1.597 -3.360 -0.597
O 26.7288 -4.7186 -3.2936 -0.369 0.224 1.936 0.145
O 28.0308 -3.9339 -1.6868 1.360 0.782 -0.061 0.092
H 28.4756 -2.9115 0.0738 0.444 -0.681 -0.154 0.131
H 27.7205 -1.9463 -1.0326 -0.626 -0.160 -0.938 0.135
H 25.7617 -2.6921 0.1491 -0.317 0.067 -0.668 0.125
H 26.4998 -3.9864 0.8793 0.441 -1.061 -0.541 0.127
C 21.4500 -9.0256 7.5650 -1.967 0.176 -1.864 -0.040
C 19.9074 -8.9756 7.3668 0.432 1.563 2.067 -0.097
O 19.7514 -7.5488 7.4117 -1.495 1.422 -0.611 0.021
C 20.8249 -6.9144 6.8786 -1.657 4.046 -0.646 -0.570
O 20.8878 -5.7160 6.5032 -0.378 -4.572 1.498 0.091
O 21.7751 -7.7795 6.8478 3.501 -2.207 -0.073 0.069
H 21.7535 -9.9113 7.0069 1.007 0.413 0.173 0.127
H 21.7866 -8.9673 8.6001 -0.048 -0.021 -0.227 0.135
H 19.3504 -9.2652 8.2578 0.073 -0.649 -0.240 0.130
H 19.4461 -9.3661 6.4597 0.537 -0.168 -0.079 0.133
C 23.4052 3.8950 -7.5628 -3.345 0.154 -1.971 -0.201
C 23.1331 2.4055 -7.6530 1.483 -0.805 -0.457 -0.068
O 24.2270 1.8729 -6.8504 -0.965 -0.725 -0.345 0.073
C 24.8842 2.8566 -6.2734 2.773 -0.126 2.153 -0.537
O 25.8912 2.6999 -5.5829 -2.789 0.824 -1.767 0.123
O 24.2694 4.0388 -6.5498 2.586 0.474 2.276 0.081
H 22.4277 4.3095 -7.3161 0.123 0.625 0.240 0.130
H 23.7055 4.4089 -8.4759 0.462 -0.316 -0.112 0.136
H 23.3353 1.9576 -8.6259 -0.614 0.187 -0.099 0.132
H 22.1541 2.1416 -7.2530 0.290 -0.287 0.097 0.130
C 28.8579 3.5359 10.4960 0.390 -1.707 -0.013 -0.145
C 27.9072 4.3882 11.3256 0.333 -2.433 -0.028 -0.120
O 27.9514 5.5474 10.5934 -0.380 3.638 0.854 0.088
C 28.3098 5.3403 9.3506 -0.053 0.404 -3.619 -0.578
O 28.2242 6.0615 8.3760 0.024 -0.439 2.186 0.139
O 28.7379 4.0813 9.2402 0.010 0.945 -2.195 0.055
H 28.5605 2.5177 10.2455 0.184 -0.375 1.348 0.141
H 29.9215 3.6325 10.7140 -0.039 -0.319 0.885 0.138
H 28.2634 4.4535 12.3537 -0.404 0.528 -0.104 0.141
H 26.8921 4.0099 11.2053 -0.078 -0.252 0.686 0.142
```
Forces are in eV/Å.

Summary:
Relative energy (zero: lowest compared OMol25 entry of this formula, charge and spin) (kcal per mole): 129.2
M (Da): 880.8
HOMO (eV): -9.9
Calculated total energy (a.u.): -3250.50379
SMILES: CCOC(C)=O.CCOC(C)=O.CCOC(C)=O.CCOC(C)=O.CCOC(C)=O.O=C1OCCO1.O=C1OCCO1.O=C1OCCO1.O=C1OCCO1.O=C1OCCO1